1.
Below is a 21-piece molecular cluster, C29H80NO21PS overall at a distorted geometry, with properties calculated with ωB97M-V/def2-TZVPD.

Positions of all 133 atoms, in Å:
C (-3.9978, 1.7206, -4.4907)
C (-3.9957, 1.4619, -3.2171)
C (-3.7403, 1.2197, -1.6534)
C (-2.8248, 2.1229, -0.7581)
C (-2.0360, 3.3651, -1.4626)
C (-0.4480, 3.0654, -1.1963)
C (0.4376, 3.0210, -2.5454)
C (0.9949, 1.5156, -2.8992)
C (2.5384, 1.2879, -2.4792)
C (2.7125, 0.3627, -1.1285)
C (3.8132, -0.7910, -1.4559)
C (4.4920, -1.4479, -0.1456)
C (3.4104, -2.1896, 0.8421)
C (3.8277, -2.0219, 2.4228)
C (3.2305, -0.6845, 3.0972)
C (3.8073, -0.3558, 4.5735)
C (3.1450, 1.0582, 5.0732)
C (1.7622, 0.6302, 5.8334)
C (-2.6923, 1.8036, 0.7995)
P (-1.6423, 2.8879, 1.9864)
C (-0.0767, 1.8532, 2.3182)
O (-2.4918, 3.1095, 3.4937)
C (-3.4538, 0.5427, 1.4180)
C (-4.3520, -0.4247, 0.5222)
C (-4.4689, -0.0094, -1.0126)
S (-5.5421, -1.1629, -2.0343)
C (-5.0370, -2.8346, -1.3438)
C (-4.8593, -4.0922, -2.2540)
C (-4.3920, -5.4765, -1.6640)
C (-4.1123, -5.5036, -0.0977)
C (-4.3338, -4.2298, 0.8303)
C (-4.8071, -2.8380, 0.2353)
N (-5.0221, -1.6219, 1.0902)
H (-4.1619, 1.9936, -5.5935)
H (-2.2739, 4.3757, -0.9630)
H (-2.2236, 3.3817, -2.6089)
H (-0.0070, 3.9075, -0.5289)
H (-0.2788, 2.0509, -0.6519)
H (1.4008, 3.6455, -2.3400)
H (-0.0589, 3.5237, -3.4589)
H (0.3022, 0.7828, -2.3494)
H (0.8525, 1.3340, -4.0349)
H (3.0958, 2.3085, -2.3782)
H (3.0527, 0.6661, -3.3198)
H (3.0334, 1.0114, -0.2228)
H (1.7343, -0.1581, -0.8315)
H (4.6706, -0.3182, -2.0810)
H (3.2813, -1.5949, -2.0880)
H (5.1880, -0.7293, 0.4339)
H (5.1854, -2.3095, -0.5147)
H (2.3725, -1.7241, 0.6766)
H (3.4394, -3.3197, 0.5693)
H (3.4025, -2.9352, 3.0064)
H (4.9679, -2.0547, 2.5327)
H (2.0896, -0.8618, 3.2211)
H (3.3395, 0.2371, 2.4215)
H (3.4704, -1.1638, 5.3151)
H (4.9401, -0.1798, 4.5344)
H (2.9552, 1.7601, 4.1881)
H (3.8046, 1.6216, 5.8263)
H (1.1828, -0.0999, 5.1389)
H (2.0084, 0.1021, 6.8235)
H (1.1053, 1.5506, 6.0330)
H (0.8065, 2.5789, 2.5050)
H (-0.2148, 1.1054, 3.1914)
H (0.1418, 1.2240, 1.3733)
H (-2.2571, 2.3454, 4.0870)
H (-3.3237, 0.3069, 2.5478)
H (-5.0818, -3.9782, -3.3766)
H (-4.2312, -6.3954, -2.3458)
H (-3.7373, -6.4958, 0.3504)
H (-4.1130, -4.3156, 1.9503)
H (-4.6262, -1.7937, 2.0331)
O (4.8346, 3.9791, -1.9938)
H (4.4898, 4.8353, -1.7098)
H (5.7286, 4.1785, -2.3019)
O (-6.6893, 1.6504, 0.7969)
H (-7.4875, 1.2775, 0.4015)
H (-6.0164, 0.9679, 0.6550)
O (1.1147, 3.5213, -5.5603)
H (0.3119, 3.1450, -5.9462)
H (1.7859, 2.8425, -5.7094)
O (6.5069, 3.1210, 0.4273)
H (6.1326, 3.5640, 1.2007)
H (5.8650, 3.2960, -0.2724)
O (-0.0970, 5.7363, -7.1383)
H (0.5421, 5.2717, -6.5785)
H (0.4225, 6.4330, -7.5586)
O (5.9762, -3.4951, 3.8109)
H (6.3810, -4.2870, 3.4335)
H (6.0604, -3.6217, 4.7650)
O (-8.0239, -4.7017, -2.3915)
H (-7.1159, -4.3693, -2.4115)
H (-7.9310, -5.6128, -2.0838)
O (-2.8283, -1.4959, -4.3641)
H (-3.5571, -1.3455, -3.7463)
H (-2.8360, -0.7114, -4.9270)
O (2.6487, -2.1611, -4.0518)
H (1.8466, -2.5347, -4.4399)
H (3.3183, -2.8437, -4.1955)
O (5.8585, 5.5670, -3.9487)
H (6.6377, 5.6670, -4.5109)
H (5.1165, 5.7199, -4.5478)
O (-6.7171, -4.3853, 2.7955)
H (-6.3871, -3.7410, 2.1566)
H (-7.6689, -4.4136, 2.6275)
O (-8.5431, -5.6602, 1.0803)
H (-9.3408, -6.0370, 0.6873)
H (-7.8705, -6.3404, 0.9434)
O (1.8197, 3.5529, 3.9681)
H (2.3438, 4.3176, 4.2394)
H (0.9905, 3.6539, 4.4575)
O (-2.5398, 5.3508, -5.1045)
H (-1.7610, 5.4543, -5.6684)
H (-3.2827, 5.5003, -5.7026)
O (1.8826, -5.1656, -0.2991)
H (1.1569, -5.0189, 0.3209)
H (1.8747, -4.3760, -0.8584)
O (5.6444, 2.5913, 3.5404)
H (6.0492, 1.7991, 3.1626)
H (5.7290, 2.4650, 4.4943)
O (4.1682, 1.1550, 8.2280)
H (3.4205, 0.5740, 8.4175)
H (4.4606, 1.4514, 9.0996)
O (3.9179, -4.9160, -2.3820)
H (4.7625, -4.7469, -1.9456)
H (3.2926, -5.0170, -1.6503)
O (-0.6449, 5.2838, 4.2989)
H (-0.3137, 5.9315, 3.6636)
H (-1.5966, 5.2574, 4.1315)
O (-6.5634, -8.1245, -1.5987)
H (-6.7413, -8.4376, -2.4952)
H (-5.6182, -8.2815, -1.4795)

As for the net charge: 0. As for the LUMO energy: -0.3437 eV. The molar mass is 842.0 g mol⁻¹. The HOMO energy comes out at -7.923 eV. The value obtained for the largest force on an atom is 5.5 eV/Å. Its multiplicity is 1. The value obtained for the HOMO-LUMO gap is 7.579 eV.

Results of the Löwdin charge analysis, in e, for atoms 1 through 6: number 1, C, carries 0.08; number 2, C, carries -0.09; number 3, C, carries -0.12; number 4, C, carries -0.10; number 5, C, carries -0.13; number 6, C, carries -0.21

=====

2.
Below is an isolated molecule of C20H26N2O3S, with properties calculated with ωB97M-V/def2-TZVPD.

Positions of all 52 atoms, in Å:
C (-0.7162, 3.3593, -5.0064)
C (-0.9650, 2.4277, -3.8601)
C (-2.2466, 2.2853, -3.3341)
C (-2.4794, 1.4436, -2.2617)
C (-1.4244, 0.7388, -1.7167)
S (-1.7241, -0.3150, -0.3140)
O (-0.5691, -1.1619, -0.1263)
O (-2.9943, -0.9695, -0.4539)
N (-1.8698, 0.8252, 0.8886)
C (-2.8313, 0.5948, 1.9497)
C (-2.1979, 0.0011, 3.2099)
C (-1.5816, -1.3722, 2.9359)
C (-0.4444, -1.7524, 3.8865)
C (0.7063, -0.7326, 3.9078)
C (1.0527, -0.1691, 2.5356)
O (0.7564, 0.9681, 2.2140)
N (1.7451, -1.0275, 1.7533)
C (2.2713, -0.7801, 0.4764)
C (2.6948, 0.4946, 0.1195)
C (3.2676, 0.7183, -1.1199)
C (3.4265, -0.3301, -2.0078)
C (2.9999, -1.5988, -1.6518)
C (2.4207, -1.8477, -0.4176)
C (1.9199, -3.2162, -0.0690)
C (-0.1465, 0.8603, -2.2215)
C (0.0801, 1.7066, -3.2929)
H (-1.5761, 3.3960, -5.6707)
H (-0.5388, 4.3673, -4.6309)
H (0.1585, 3.0523, -5.5739)
H (-3.0648, 2.8383, -3.7718)
H (-3.4649, 1.3116, -1.8450)
H (-0.9604, 1.1163, 1.2334)
H (-3.5847, -0.0776, 1.5342)
H (-3.3057, 1.5531, 2.1903)
H (-2.9546, -0.0680, 3.9938)
H (-1.4298, 0.6989, 3.5430)
H (-1.1930, -1.3881, 1.9179)
H (-2.3596, -2.1367, 2.9913)
H (-0.8269, -1.8578, 4.9046)
H (-0.0616, -2.7288, 3.5787)
H (1.5961, -1.1997, 4.3369)
H (0.4374, 0.1144, 4.5402)
H (1.7460, -1.9970, 2.0335)
H (2.5663, 1.3097, 0.8121)
H (3.5906, 1.7137, -1.3861)
H (3.8753, -0.1638, -2.9759)
H (3.1132, -2.4146, -2.3515)
H (0.8501, -3.1585, 0.1302)
H (2.0810, -3.9000, -0.8982)
H (2.4288, -3.6230, 0.8072)
H (0.6479, 0.2862, -1.7744)
H (1.0786, 1.8051, -3.6925)

As for the net charge: 0. As for the LUMO energy: 0.7689 eV. The molar mass is 374.5 g mol⁻¹. As for the energy above the lowest of the compared OMol25 structures with the same formula, charge and spin: 0.428 eV. As for the SMILES: Cc1ccc(S(=O)(=O)NCCCCCC(=O)Nc2ccccc2C)cc1. The HOMO energy comes out at -8.512 eV. The value obtained for the largest force on an atom is 0.9 eV/Å. Its multiplicity is 1. The value obtained for the HOMO-LUMO gap is 9.280 eV.

Results of the natural (NBO) charge analysis, in e, for atoms 1 through 6: number 1, C, carries -0.63; number 2, C, carries 0.01; number 3, C, carries -0.22; number 4, C, carries -0.16; number 5, C, carries -0.36; number 6, S, carries 2.32

=====

3.
Below is C6H9N as an isolated structure at a distorted geometry, with properties calculated with ωB97M-V/def2-TZVPD.

Positions of all 16 atoms, in Å:
C (1.9328, -0.1312, -0.0203)
N (0.5990, -0.5144, -0.0537)
C (-0.4024, -0.0657, 0.9949)
C (-0.4471, 1.2161, 0.1253)
C (-0.4087, 0.1342, -0.9857)
C (-1.5599, -0.8677, -0.7526)
C (-1.5562, -1.0000, 0.5732)
H (2.4219, -0.5899, 0.8535)
H (2.4157, -0.4111, -0.9694)
H (2.0226, 1.3644, 0.1254)
H (-0.1052, -0.0411, 2.0449)
H (0.7172, 1.7124, 0.1711)
H (-1.2719, 1.9379, 0.2049)
H (-0.1169, 0.3682, -2.0113)
H (-2.1220, -1.4234, -1.5030)
H (-2.1189, -1.6886, 1.2028)

As for the net charge: 0. As for the LUMO energy: 1.1786 eV. The molar mass is 95.1 g mol⁻¹. As for the energy above the lowest of the compared OMol25 structures with the same formula, charge and spin: 5.181 eV. The HOMO energy comes out at -8.200 eV. The value obtained for the largest force on an atom is 3.8 eV/Å. Its multiplicity is 1. The value obtained for the HOMO-LUMO gap is 9.378 eV.

Results of the natural (NBO) charge analysis, in e, for atoms 1 through 6: number 1, C, carries -0.31; number 2, N, carries -0.41; number 3, C, carries -0.11; number 4, C, carries -0.39; number 5, C, carries -0.11; number 6, C, carries -0.19

=====

4.
Below is an isolated molecule of C4H7N3 at a distorted geometry, with properties calculated with ωB97M-V/def2-TZVPD.

Positions of all 14 atoms, in Å:
H (3.0005, -0.7537, 0.2685)
N (2.4254, 0.1729, 0.3131)
C (1.2497, -0.0059, -0.2167)
N (0.4449, -1.1540, -0.5454)
C (-0.8915, -0.6256, -0.4102)
C (-1.3127, -0.0166, 0.7637)
C (-0.8231, 0.8942, -0.3880)
N (0.5961, 1.1849, -0.4935)
H (0.5941, -1.9924, -0.0494)
H (-1.5712, -1.0837, -1.1966)
H (-2.3820, 0.1875, 0.8896)
H (-0.7401, -0.3693, 1.7258)
H (-1.4227, 1.6808, -0.8759)
H (0.8326, 1.8810, 0.2151)

As for the net charge: 0. As for the LUMO energy: 0.9468 eV. The molar mass is 97.1 g mol⁻¹. As for the energy above the lowest of the compared OMol25 structures with the same formula, charge and spin: 1.991 eV. As for the SMILES: [H]/N=C1\N[C@H]2C[C@H]2N1. The HOMO energy comes out at -8.802 eV. The value obtained for the largest force on an atom is 6.8 eV/Å. Its multiplicity is 1. The value obtained for the HOMO-LUMO gap is 9.749 eV.

Results of the natural (NBO) charge analysis, in e, for atoms 1 through 6: number 1, H, carries 0.33; number 2, N, carries -0.74; number 3, C, carries 0.56; number 4, N, carries -0.61; number 5, C, carries -0.08; number 6, C, carries -0.47